Entry from the Open Molecules 2025 dataset: a single C4H6S2 molecule in a non-equilibrium geometry (ωB97M-V with the def2-TZVPD basis set).

```
! RIJCOSX wB97M-V def2-TZVPD def2/J DEFGRID3
* xyz 0 1
C -2.7566 -0.2891 1.3704
C -1.4648 -0.3887 0.8346
S -0.5914 0.7740 0.1010
C 0.9979 0.2079 -0.5028
C 1.5580 1.4122 -1.2161
S 1.3584 -1.3034 -0.2957
H -3.1561 -1.3392 1.7207
H -3.5592 0.4165 1.2901
H -0.8938 -1.2841 1.1607
H 2.0102 1.9532 -0.3147
H 0.9028 1.9248 -1.8784
H 2.4163 1.1453 -1.7806
*
```

* E_LUMO: -0.29 eV
* strongest force on any atom: 5.5 eV Å⁻¹
* HOMO-LUMO gap: 8.08 eV
* E_tot: -25913.3981 eV
* structure (SMILES): C=CSC(C)=S
* energy above the lowest of the compared OMol25 structures with the same formula, charge and spin: 43.7 kcal per mole

---

Entry from the Open Molecules 2025 dataset: a single C4H6S2Si molecule in a non-equilibrium geometry (ωB97M-V with the def2-TZVPD basis set).

```
! RIJCOSX wB97M-V def2-TZVPD def2/J DEFGRID3
* xyz 0 1
Si 0.4924 2.4800 0.2652
C -0.1624 0.7611 -0.1243
C 0.5491 -0.5141 0.4788
C 0.2572 -1.8823 0.1068
C -0.9011 -2.3744 -0.3503
S -2.2259 -1.1742 -0.8459
S -1.1714 0.4132 -1.4826
H 1.8532 2.4493 -0.2984
H 0.4791 2.6585 1.7464
H -0.1842 3.5901 -0.3815
H 1.2131 -0.3243 1.2943
H 1.0050 -2.7309 0.1714
H -1.2042 -3.3521 -0.5799
*
```

* E_LUMO: -0.66 eV
* strongest force on any atom: 6.7 eV Å⁻¹
* HOMO-LUMO gap: 7.10 eV
* E_tot: -33790.4981 eV
* structure (SMILES): [SiH3]C1=CC=CSS1
* energy above the lowest of the compared OMol25 structures with the same formula, charge and spin: 14.6 kcal per mole

---

Entry from the Open Molecules 2025 dataset: a single C4H6S2Si molecule in a non-equilibrium geometry (ωB97M-V with the def2-TZVPD basis set).

```
! RIJCOSX wB97M-V def2-TZVPD def2/J DEFGRID3
* xyz 0 1
Si -0.5486 1.7149 0.6804
C 0.6497 0.2119 0.5925
C 0.3545 -1.0771 1.3527
S 0.8310 -2.6416 0.8628
C 1.0540 -2.5364 -0.9739
C 1.4177 -1.4047 -1.5552
S 1.8143 0.0826 -0.7796
H -1.6933 1.6976 1.4412
H -1.1315 1.6344 -0.6973
H 0.4790 2.5657 1.3922
H -0.3004 -1.2631 2.2088
H 0.6640 -3.4997 -1.3312
H 1.4810 -1.4511 -2.7120
*
```

* E_LUMO: 0.31 eV
* strongest force on any atom: 6.7 eV Å⁻¹
* HOMO-LUMO gap: 7.99 eV
* E_tot: -33789.7706 eV
* structure (SMILES): [SiH3]C1=CSC=CS1
* energy above the lowest of the compared OMol25 structures with the same formula, charge and spin: 31.4 kcal per mole

---

Entry from the Open Molecules 2025 dataset: a single C4H6S3 molecule in a non-equilibrium geometry (ωB97M-V with the def2-TZVPD basis set).

```
! RIJCOSX wB97M-V def2-TZVPD def2/J DEFGRID3
* xyz 0 1
C 1.2770 1.0430 -0.1675
C 1.2813 0.0516 -1.0578
S 0.2152 -1.3673 -1.2303
C -0.2417 -1.5317 0.4682
S -1.9196 -0.8952 0.7750
C -1.4811 0.7868 0.3029
S 0.0721 1.5109 1.0213
H 2.1748 1.6313 -0.1326
H 1.9939 0.0095 -1.8650
H 0.4850 -0.9652 1.1576
H -0.1831 -2.6059 0.7113
H -2.2086 1.4387 0.7735
H -1.4652 0.8935 -0.7565
*
```

* E_LUMO: 0.69 eV
* strongest force on any atom: 1.8 eV Å⁻¹
* HOMO-LUMO gap: 8.63 eV
* E_tot: -36749.9092 eV
* structure (SMILES): C1=CSCSCS1
* energy above the lowest of the compared OMol25 structures with the same formula, charge and spin: 8.1 kcal per mole

---

Entry from the Open Molecules 2025 dataset: 30 unconnected molecules or ions with the total composition C4H71B2NO35Si in a non-equilibrium geometry (ωB97M-V with the def2-TZVPD basis set).

```
! RIJCOSX wB97M-V def2-TZVPD def2/J DEFGRID3
* xyz 0 1
N 2.2599 1.0676 3.6532
Si 1.6601 1.9641 2.1870
C 0.0642 3.0400 2.5693
C -0.3795 3.7621 1.1655
C -1.9859 3.7208 0.8395
C -2.7038 2.2633 1.0590
O -2.0937 1.0835 1.1963
O -4.2017 2.2478 1.0539
B 1.2922 0.5943 0.8369
O 1.3160 0.8389 -0.6270
O 0.9293 -0.7720 1.2790
B 3.1533 3.0237 1.5482
O 3.1526 3.8175 0.2956
O 4.4174 3.0922 2.3615
H 2.1158 0.0466 3.4709
H 1.6762 1.4039 4.4624
H 0.4428 3.8801 3.3203
H -0.7808 2.4284 3.0998
H -0.0776 4.9127 1.2642
H 0.1831 3.3573 0.2069
H -2.0944 3.9708 -0.3227
H -2.6216 4.5465 1.3929
H -4.5344 1.6981 1.8473
H 1.3641 1.8334 -0.8223
H 1.7455 -1.2276 1.6797
H 2.6389 4.6764 0.4078
H 5.1347 2.9646 1.6462
O -3.0031 6.8755 0.7752
H -2.7383 7.4112 0.0125
H -3.9617 7.0060 0.8313
O 2.5540 -2.7841 -0.0539
H 2.0964 -3.6226 0.1091
H 1.8465 -2.1806 -0.3263
O 5.5005 -1.4138 -0.2107
H 5.2698 -1.0609 -1.0832
H 4.7266 -1.9398 0.0410
O 6.8179 2.3150 0.0338
H 7.4376 2.3216 0.7787
H 6.6414 1.3739 -0.1154
O -0.8898 4.6909 -2.4349
H -1.8588 4.6935 -2.4354
H -0.6544 5.0722 -3.2941
O 0.2730 -3.4361 1.1122
H -0.2220 -3.7389 1.8882
H 0.1459 -2.4755 1.1137
O 3.7577 -1.0868 -2.6682
H 3.2856 -1.7355 -3.2116
H 3.0536 -0.5282 -2.3060
O -1.5821 -4.1429 -1.5022
H -0.9624 -4.1362 -0.7573
H -1.7586 -5.0839 -1.6514
O -3.9270 -6.0854 -0.9275
H -4.4220 -6.3882 -0.1515
H -4.0541 -5.1248 -0.9260
O 2.1072 5.6882 2.3324
H 1.8595 6.5987 2.1118
H 2.5302 5.7647 3.2009
O 1.6264 2.2555 -3.6179
H 2.5946 2.2184 -3.6352
H 1.3759 1.5462 -3.0071
O -4.5821 0.8032 -1.7736
H -3.9624 0.8098 -1.0288
H -4.7586 -0.1379 -1.9228
O 1.1335 6.5118 -0.3818
H 0.6614 5.8631 -0.9251
H 0.4294 7.0704 -0.0196
O 7.3247 1.7117 2.8555
H 6.3856 1.9497 2.8352
H 7.4138 1.1793 3.6602
O 0.0859 -7.1883 -2.4530
H -0.8831 -7.1857 -2.4535
H 0.3213 -6.8071 -3.3122
O -6.4036 -5.2385 -0.2508
H -6.6200 -5.7090 -1.0697
H -7.2521 -4.8710 0.0392
O -3.0076 -3.9463 1.5420
H -3.9766 -3.9437 1.5415
H -2.7722 -3.5651 0.6827
O -5.4085 -8.6834 -2.3342
H -5.0072 -9.2832 -1.6875
H -4.7406 -7.9923 -2.4583
O -5.6173 -0.0397 1.7580
H -5.8479 0.3132 0.8856
H -6.3912 -0.5657 2.0098
O 1.4563 -6.5783 -5.0351
H 2.1491 -6.0720 -4.5849
H 1.0382 -5.9313 -5.6230
O 4.2827 0.4846 5.9880
H 4.0521 0.8374 5.1155
H 3.5088 -0.0415 6.2397
O -3.3447 0.9875 -4.6181
H -3.8398 0.6848 -3.8421
H -3.4718 1.9482 -4.6166
O 3.5553 -5.4576 -1.0472
H 3.0602 -5.7604 -0.2711
H 3.4282 -4.4970 -1.0456
O 1.4895 8.2608 3.3648
H 1.2417 9.1713 3.1442
H 1.9125 8.3373 4.2333
O -1.3638 9.1863 1.5808
H -1.8213 8.3478 1.7438
H -2.0713 9.7898 1.3085
O -5.9440 -11.0384 -0.2461
H -6.6207 -10.9083 0.4352
H -6.1917 -11.8764 -0.6648
O 5.6960 -0.6475 -4.7637
H 6.5125 -1.1167 -4.5357
H 5.0351 -1.0218 -4.1620
O 5.0960 5.1609 -2.0554
H 5.9125 4.6916 -1.8273
H 4.4351 4.7866 -1.4536
O -7.5076 -8.7563 0.4213
H -8.4766 -8.7538 0.4208
H -7.2722 -8.3751 -0.4379
*
```

* E_LUMO: -0.49 eV
* strongest force on any atom: 8.1 eV Å⁻¹
* HOMO-LUMO gap: 9.05 eV
* E_tot: -87686.6646 eV

---

Entry from the Open Molecules 2025 dataset: a molecular structure, C4H7AgO2 in a non-equilibrium geometry (ωB97M-V with the def2-TZVPD basis set).

```
! RIJCOSX wB97M-V def2-TZVPD def2/J DEFGRID3
* xyz 0 3
O 1.8196 1.2404 -0.6903
C 2.1612 0.1579 -0.2660
C 1.2641 -0.7719 0.5037
O 0.0409 -0.2200 0.8610
C -1.0174 -0.3284 -0.1370
C -2.0416 0.7607 -0.0224
Ag -0.8663 2.5859 -0.0366
H 3.1733 -0.2414 -0.4899
H 1.8187 -1.0629 1.4132
H 1.1434 -1.6926 -0.0997
H -1.5590 -1.2645 0.0658
H -0.5288 -0.5603 -1.0978
H -2.7356 0.7305 -0.8806
H -2.6725 0.6665 0.8765
*
```

* <S²>: 2.01
* E_LUMO (alpha / beta): 0.75 / -2.05 eV
* strongest force on any atom: 1.8 eV Å⁻¹
* HOMO-LUMO gap (alpha / beta): 6.04 / 8.01 eV
* E_tot: -12350.1435 eV
* energy above the lowest of the compared OMol25 structures with the same formula, charge and spin: 0.0 kcal per mole

---

Entry from the Open Molecules 2025 dataset: a single C4H7BO2 molecule in a non-equilibrium geometry (ωB97M-V with the def2-TZVPD basis set).

```
! RIJCOSX wB97M-V def2-TZVPD def2/J DEFGRID3
* xyz 0 1
C -0.8585 2.8144 -0.9386
C -0.5084 1.4924 -0.7979
O -1.2682 0.5552 -0.0363
B -1.1275 -0.8663 0.3044
C 0.3297 -1.4965 0.0789
C 1.4835 -1.6874 1.1345
O 0.5314 -2.0035 -1.0001
H -1.7708 3.1214 -0.5109
H -0.2917 3.4934 -1.4508
H 0.3599 1.1686 -1.4443
H -2.0752 -1.5022 0.5139
H 2.2947 -2.4640 0.8988
H 1.0006 -1.9210 1.9703
H 1.9004 -0.7046 1.2779
*
```

* E_LUMO: 0.30 eV
* strongest force on any atom: 5.3 eV Å⁻¹
* HOMO-LUMO gap: 9.48 eV
* E_tot: -9031.0438 eV
* structure (SMILES): C=COBC(C)=O
* energy above the lowest of the compared OMol25 structures with the same formula, charge and spin: 75.4 kcal per mole

---

- Look up the E_tot of the fifth one.
  -87686.6646 eV

---

- Number 4 is which compound?
  C4H6S3

---

- Which of these has the highest E_tot?
  C4H7BO2

---

- The highest E_tot belongs to which entry?
  C4H7BO2